Record 1
C23H39AuN4SSi2 as an isolated structure in a non-equilibrium geometry, computed with ωB97M-V with the def2-TZVPD basis set.

Geometry as XYZ:
```
70
C23H39AuN4SSi2, DFT ωB97M-V with the def2-TZVPD basis set
Au -0.01 -0.12 0.06
C -2.96 -1.57 -1.55
Si -2.44 -0.46 -0.10
C -3.47 1.12 -0.25
C -2.90 -1.34 1.52
C -4.24 -1.46 1.88
C -4.63 -2.08 3.06
C -3.66 -2.59 3.91
C -2.32 -2.48 3.56
C -1.92 -1.86 2.37
Si -0.07 -1.70 1.96
C 0.82 -1.04 3.50
C 0.65 -3.44 1.64
H -4.05 -1.64 -1.60
H -2.55 -2.57 -1.44
H -2.59 -1.16 -2.49
H -4.50 0.87 -0.50
H -3.08 1.76 -1.05
H -3.45 1.69 0.67
H -5.01 -1.06 1.22
H -5.68 -2.16 3.31
H -3.94 -3.07 4.83
H -1.57 -2.88 4.23
H 0.89 -1.80 4.27
H 0.28 -0.18 3.91
H 1.83 -0.71 3.25
H 0.72 -4.02 2.57
H 1.65 -3.35 1.21
H 0.02 -4.00 0.94
C 0.56 -4.02 -4.29
N 0.98 -3.63 -2.95
C 1.38 -4.69 -2.04
C 0.50 -2.51 -2.44
N 0.08 -1.54 -1.97
H 1.35 -4.61 -4.75
H 0.39 -3.13 -4.89
H -0.36 -4.61 -4.27
H 2.15 -5.30 -2.52
H 0.54 -5.34 -1.77
H 1.79 -4.25 -1.13
C 1.37 2.94 -1.27
C 1.41 2.74 0.24
C 1.55 4.12 0.93
C 0.18 2.01 0.76
H 2.28 3.44 -1.61
H 0.51 3.56 -1.55
H 1.29 1.98 -1.78
H 2.31 2.16 0.49
H 0.68 4.73 0.70
H 2.45 4.64 0.58
H 1.62 4.00 2.01
H -0.74 2.53 0.48
H 0.21 1.91 1.85
C 6.78 -0.43 2.64
C 6.04 0.20 1.51
C 6.46 1.28 0.79
C 5.62 1.78 -0.23
N 4.47 1.19 -0.54
C 4.08 0.10 0.11
S 2.73 -0.82 -0.28
N 4.83 -0.33 1.20
C 6.00 2.99 -1.00
H 7.77 0.02 2.75
H 6.90 -1.50 2.48
H 6.23 -0.29 3.58
H 7.41 1.74 1.00
H 4.51 -1.18 1.65
H 7.04 3.25 -0.85
H 5.38 3.84 -0.68
H 5.81 2.83 -2.06
```

## Properties
HOMO level (spin up / spin down): -5.373 / -5.376 eV
Frontier orbital gap (spin up / spin down): 4.99 / 4.99 eV
Lowest unoccupied orbital energy (spin up / spin down): -0.4 / -0.4 eV
Energy: -60726.40156 eV
Net charge: 0
Spin multiplicity: 1

Record 2
C23H39BN13O2W as an isolated structure in a non-equilibrium geometry, computed with ωB97M-V with the def2-TZVPD basis set.

Geometry as XYZ:
```
79
C23H39BN13O2W, DFT ωB97M-V with the def2-TZVPD basis set
W 0.29 -0.48 -0.51
C -1.92 2.03 -1.77
C -1.87 1.80 -0.28
C -2.80 2.29 0.65
C -2.60 1.54 1.78
N -1.52 0.68 1.67
N -1.08 0.89 0.33
B -1.07 -0.62 2.27
N 0.49 -0.67 2.49
C 1.32 -0.69 3.49
C 2.59 -1.09 3.12
C 2.47 -1.25 1.79
C 3.68 -1.52 0.92
N 1.18 -0.99 1.32
N -1.46 -1.87 1.55
C -2.48 -2.75 1.75
C -2.82 -3.43 0.55
C -2.02 -2.85 -0.41
C -2.07 -3.26 -1.81
N -1.19 -1.92 0.21
N -1.72 -0.83 3.71
C -1.49 -1.88 4.63
C -2.21 -1.67 5.78
C -2.99 -0.62 5.48
C -4.01 0.30 6.68
N -2.71 -0.15 4.17
H -2.37 2.95 -2.02
H -0.95 2.03 -2.24
H -2.56 1.21 -2.17
H -3.70 2.87 0.53
H -3.10 1.42 2.70
H 1.05 -0.55 4.57
H 3.43 -1.24 3.77
H 3.50 -2.33 0.15
H 3.96 -0.62 0.41
H 4.45 -2.00 1.54
H -2.90 -2.87 2.76
H -3.60 -4.18 0.28
H -3.05 -3.65 -2.01
H -1.93 -2.55 -2.59
H -1.32 -4.11 -1.87
H -0.85 -2.79 4.49
H -2.16 -2.15 6.72
H -4.31 1.30 6.44
H -4.95 -0.33 6.58
H -3.36 0.18 7.69
C -1.63 -0.63 -5.22
O -0.31 -1.08 -4.62
C -0.05 -1.15 -3.37
O -0.51 -0.47 -2.43
N 1.00 -1.93 -3.07
N 1.27 -2.20 -1.68
H -2.42 -1.01 -4.60
H -1.74 -0.94 -6.21
H -1.60 0.45 -5.10
H 1.25 -2.58 -3.79
H 2.30 -2.28 -1.64
H 0.97 -3.17 -1.51
C 1.51 4.08 -2.69
N 1.43 3.01 -1.66
C 0.72 3.50 -0.45
C 2.19 1.88 -1.72
N 1.83 0.75 -1.00
N 3.36 1.82 -2.42
C 4.33 2.93 -2.51
C 3.94 0.57 -2.83
H 0.54 4.58 -2.74
H 1.65 3.71 -3.69
H 2.32 4.77 -2.49
H 1.42 4.24 -0.05
H 0.53 2.71 0.22
H -0.23 3.93 -0.74
H 2.67 0.54 -0.49
H 4.04 3.71 -1.85
H 4.24 3.35 -3.51
H 5.37 2.55 -2.32
H 4.68 0.75 -3.64
H 3.20 -0.08 -3.35
H 4.47 0.11 -2.10
```

## Properties
HOMO level (spin up / spin down): -19.520 / -19.911 eV
Frontier orbital gap (spin up / spin down): 6.76 / 6.44 eV
Lowest unoccupied orbital energy (spin up / spin down): -12.8 / -13.5 eV
Energy: -50412.30196 eV
Net charge: +4
Spin multiplicity: 4

Which of these has the highest spin multiplicity?
C23H39BN13O2W